<w>
Below is C7H6 in the gas phase, with properties calculated with the ωB97M-V functional and the def2-TZVPD basis.

Its charge is 0. The LUMO energy comes out at 0.19 eV. As for the orbital gap: 8.504 eV.

Structure (XYZ):
```
13
Properties=species:S:1:pos:R:3:mulliken_charge:R:1
C 2.110 -1.221 -0.121 -0.29
C 1.919 -0.049 0.075 -0.24
C 1.374 1.257 0.017 -0.19
C 0.059 1.474 -0.004 -0.57
C -0.771 0.291 0.181 0.17
C -0.858 -1.046 0.193 -0.19
C -2.127 -0.331 -0.113 -0.64
H 2.334 -2.215 0.005 0.45
H 2.132 2.136 -0.190 0.25
H -0.397 2.398 0.110 0.41
H -0.608 -2.048 0.515 0.37
H -2.870 -0.404 0.578 0.31
H -2.299 -0.241 -1.246 0.17
```

=====

<x>
Below is C7H6 in the gas phase, with properties calculated with the ωB97M-V functional and the def2-TZVPD basis.

Its charge is 0. The LUMO energy (spin up / spin down) comes out at -0.11 / -0.11 eV. As for the orbital gap (spin up / spin down): 8.258 / 8.257 eV.

Structure (XYZ):
```
13
Properties=species:S:1:pos:R:3:mulliken_charge:R:1
C -0.833 -1.352 0.311 -0.26
C -0.319 -1.051 -0.877 -0.49
C 0.998 -0.343 -0.870 -0.40
C 0.739 0.859 0.063 -0.50
C -0.657 1.420 0.046 -0.35
C -0.486 0.769 1.122 0.02
C -0.776 -0.584 1.452 -0.29
H -0.948 -1.219 -1.737 0.35
H 1.584 -1.007 -0.224 0.24
H 1.481 -0.110 -1.735 0.46
H 1.464 1.463 0.570 0.43
H -1.315 1.883 -0.648 0.41
H -0.932 -0.728 2.526 0.37
```

=====

Stability verdict: <w>, ahead by 1.029 eV